[1]
The following is a DFT calculation (ωB97M-V/def2-TZVPD) of a cluster of 2 separate species, C11H7O3S in total.

CARTESIAN COORDINATES (ANGSTROEM)
C  1.8198  -0.9569  0.8063
C  0.9603  -0.6862  1.8631
C  1.4684  -0.6310  -0.4918
C  -0.2645  -0.0710  1.6467
C  0.2426  -0.0212  -0.7171
C  -0.6213  0.2713  0.3588
C  -0.3848  0.4400  -1.9295
C  -1.5617  1.0144  -1.6239
C  -3.1757  0.3211  0.1464
C  -4.3370  -2.4305  -0.0661
C  -1.8293  0.9671  -0.1623
O  -3.3587  -2.9545  0.2295
O  -5.3637  -2.0195  -0.3679
O  -3.8517  2.8638  0.5873
S  -4.3358  1.4138  0.5634
H  2.7751  -1.4288  1.0047
H  1.2535  -0.9574  2.8704
H  2.1386  -0.8441  -1.3169
H  -0.9288  0.1366  2.4744
H  0.0447  0.3379  -2.9145
H  -2.2651  1.4527  -2.3134
H  -1.8879  2.0018  0.2292

Properties
F_max ... 0.03833 hartree/bohr
Energy above the lowest of the compared OMol25 structures with the same formula, charge and spin ... 0.00 kJ/mol
Spin multiplicity ... 1
Charge ... -1

---

[2]
The following is a DFT calculation (ωB97M-V/def2-TZVPD) of a structure of composition C11H8Br2N2O2PbS.

CARTESIAN COORDINATES (ANGSTROEM)
C  -2.7455  -0.4810  -0.2062
C  -2.3891  0.6572  -1.1148
Br  -3.8264  1.6336  -1.7647
C  -1.1357  0.9748  -1.4461
Br  -0.6404  2.3606  -2.6023
C  0.0290  0.2067  -0.9604
C  0.6236  -0.6740  -1.9022
C  1.6877  -1.4943  -1.6244
C  2.1983  -1.4326  -0.3175
N  3.2232  -2.1454  0.1556
S  3.4306  -1.6734  1.6552
N  2.2992  -0.5857  1.7902
C  1.6390  -0.5295  0.6299
C  0.5386  0.3146  0.3098
C  -0.0147  1.2903  1.2824
C  0.0642  0.8049  2.7310
O  -0.3073  -0.3053  2.9981
O  0.5722  1.6559  3.6324
H  -2.2239  -1.3939  -0.4885
H  -3.8093  -0.6762  -0.2466
H  -2.5050  -0.2555  0.8340
H  0.0741  -0.5584  -2.8571
H  2.2253  -2.2221  -2.2534
H  0.5008  2.2410  1.1277
H  -1.0688  1.4809  1.0738
H  0.3262  2.5762  3.4820
Pb  1.2343  -1.7696  -3.9178

Properties
F_max ... 0.06453 hartree/bohr
Spin multiplicity ... 1
Total energy ... -6422.2687 Eh
Charge ... +2